{
  "formula": "C21H49BN3O2",
  "method": "ωB97M-V/def2-TZVPD",
  "symbols": ["C", "C", "C", "C", "C", "N", "B", "N", "O", "C", "C", "C", "C", "N", "O", "H", "H", "H", "H", "H", "H", "H", "H", "H", "H", "H", "H", "H", "H", "H", "H", "H", "H", "H", "H", "H", "C", "C", "C", "C", "C", "C", "H", "H", "H", "H", "H", "H", "H", "H", "H", "H", "H", "H", "H", "H", "C", "C", "C", "C", "C", "C", "H", "H", "H", "H", "H", "H", "H", "H", "H", "H", "H", "H", "H", "H"],
  "xyz": [[0.581, 0.353, 3.130], [-0.532, 0.960, 2.254], [-1.444, -0.162, 1.743], [-1.351, 1.992, 3.047], [-1.978, 3.119, 2.211], [-2.619, 4.141, 3.069], [-3.183, 2.553, 1.306], [-4.315, 1.966, 1.934], [-3.195, 2.625, -0.075], [-0.895, 3.854, 1.408], [0.343, 3.038, 0.988], [0.704, 3.391, -0.455], [1.543, 3.340, 1.891], [0.048, 1.578, 1.024], [0.958, 0.858, 0.490], [0.667, -0.722, 2.974], [1.548, 0.800, 2.913], [0.357, 0.517, 4.186], [-2.031, -0.591, 2.556], [-2.102, 0.197, 0.949], [-0.835, -0.954, 1.303], [-2.156, 1.436, 3.538], [-0.763, 2.434, 3.860], [-1.909, 4.606, 3.629], [-3.274, 3.712, 3.714], [-4.190, 1.321, 2.698], [-5.013, 1.619, 1.291], [-2.880, 3.462, -0.444], [-1.341, 4.291, 0.512], [-0.545, 4.705, 2.000], [-0.009, 2.926, -1.139], [1.700, 3.040, -0.717], [0.644, 4.473, -0.585], [1.303, 3.243, 2.951], [1.854, 4.372, 1.715], [2.378, 2.687, 1.638], [0.529, 1.670, -6.404], [1.052, 1.043, -5.116], [0.450, -0.329, -4.817], [-1.068, -0.336, -4.625], [-1.573, 0.596, -3.525], [-1.021, 0.259, -2.145], [-0.546, 1.849, -6.358], [1.011, 2.629, -6.599], [0.723, 1.019, -7.259], [0.866, 1.720, -4.277], [2.138, 0.939, -5.182], [0.932, -0.739, -3.925], [0.701, -1.013, -5.635], [-1.382, -1.359, -4.395], [-1.559, -0.077, -5.567], [-2.665, 0.548, -3.501], [-1.325, 1.633, -3.773], [-1.278, -0.768, -1.867], [-1.438, 0.922, -1.385], [0.064, 0.355, -2.098], [2.017, -5.677, 3.409], [1.618, -5.978, 1.969], [2.617, -5.457, 0.937], [2.813, -3.939, 0.945], [1.537, -3.127, 0.736], [0.858, -3.384, -0.606], [2.068, -4.603, 3.597], [1.298, -6.098, 4.114], [2.997, -6.101, 3.638], [0.626, -5.561, 1.770], [1.520, -7.059, 1.842], [2.300, -5.779, -0.058], [3.588, -5.933, 1.112], [3.531, -3.677, 0.161], [3.276, -3.635, 1.888], [1.782, -2.064, 0.808], [0.829, -3.330, 1.547], [1.538, -3.164, -1.432], [-0.022, -2.751, -0.726], [0.534, -4.421, -0.705]],
  "mulliken_charge": [-1.647, 1.789, -1.518, -2.511, 2.227, -0.866, 0.401, -0.508, -0.613, -2.848, 1.940, -1.960, -2.170, 1.561, -0.730, 0.303, 0.344, 0.361, 0.441, 0.379, -0.018, 0.510, 0.419, 0.283, 0.309, 0.237, 0.224, 0.312, 0.282, 0.487, 0.377, 0.407, 0.438, 0.373, 0.550, 0.374, -1.276, -0.085, -0.548, -0.917, -0.628, -0.011, 0.276, 0.403, 0.296, -0.018, 0.408, 0.153, 0.438, 0.377, 0.358, 0.410, 0.247, 0.295, -0.395, 0.265, -1.161, -0.353, -0.833, -0.952, 0.306, -1.084, 0.241, 0.375, 0.294, 0.247, 0.397, 0.312, 0.430, 0.425, 0.333, 0.041, 0.223, 0.308, 0.144, 0.315],
  "total_energy_ha": -1169.18556,
  "spin_multiplicity": 2
}